Arrangement one

{
  "formula": "C2H6N2O",
  "method": "ωB97M-V/def2-TZVPD",
  "e_homo_ev": -9.868,
  "orbital_gap_ev": 10.12,
  "elements": ["H", "C", "C", "H", "O", "H", "H", "N", "H", "H", "N"],
  "coordinates": [[-1.66686, -2.04676, -0.86069], [-0.13128, -0.84199, -0.34766], [1.12125, 1.00371, 0.74307], [1.78808, 0.17246, 1.07032], [0.48787, -1.79151, 0.12912], [0.63120, 1.56110, 1.54853], [1.91633, 1.76273, 0.31106], [0.24746, 0.45270, -0.38261], [-0.84260, 1.12387, -0.04893], [-2.22608, -0.34185, -1.10371], [-1.32538, -1.05445, -1.05850]],
  "nbo_charge": [0.401, 0.750, -0.441, 0.233, -0.629, 0.201, 0.201, -0.592, 0.349, 0.395, -0.868]
}

Arrangement two

{
  "formula": "C2H6N2O",
  "method": "ωB97M-V/def2-TZVPD",
  "e_homo_ev": -9.778,
  "smiles": "CNC(N)=O",
  "orbital_gap_ev": 10.58,
  "elements": ["H", "H", "C", "H", "C", "H", "N", "N", "O", "H", "H"],
  "coordinates": [[-0.81862, 0.76413, -1.00726], [-0.08153, 0.46871, 1.80447], [0.59028, -0.52400, -0.15804], [2.15059, -1.13203, -1.46607], [-0.99291, 0.70707, 1.13712], [0.61382, -0.63085, -2.20830], [1.12088, -0.81715, -1.35596], [-0.62200, 0.12475, -0.18933], [1.10370, -0.93200, 0.89826], [-1.95299, 0.17478, 1.50336], [-1.11124, 1.79659, 1.04176]],
  "nbo_charge": [0.382, 0.257, 0.758, 0.421, -0.442, 0.386, -0.841, -0.647, -0.668, 0.200, 0.192]
}

Arrangement three

{
  "formula": "C2H6N2O",
  "method": "ωB97M-V/def2-TZVPD",
  "e_homo_ev": -9.395,
  "smiles": "NCC(N)=O",
  "orbital_gap_ev": 10.40,
  "elements": ["N", "H", "C", "O", "H", "H", "H", "H", "C", "H", "N"],
  "coordinates": [[-0.94507, -1.49180, 0.40295], [-0.24954, 1.83752, -0.66922], [-0.49149, -0.22990, 0.67595], [-1.09214, 0.52717, 1.40469], [1.27723, 1.68672, -1.33670], [-0.63576, -1.96401, -0.43242], [1.51062, 0.53061, 0.78638], [1.26251, -0.67473, -0.48829], [0.81799, 0.18353, 0.02048], [-1.93258, -1.60032, 0.60101], [0.47824, 1.19521, -0.96483]],
  "nbo_charge": [-0.818, 0.379, 0.673, -0.607, 0.366, 0.390, 0.194, 0.181, -0.304, 0.396, -0.849]
}

The structure with the least stability is arrangement one.

Arrangement one

{
  "formula": "C2H6N2O",
  "method": "ωB97M-V/def2-TZVPD",
  "e_homo_ev": -9.400,
  "smiles": "[H]/N=C(\\N)OC",
  "orbital_gap_ev": 10.35,
  "elements": ["N", "C", "H", "C", "H", "H", "H", "O", "N", "H", "H"],
  "coordinates": [[1.02545, 0.65000, 0.81084], [0.14764, 0.47569, -0.09380], [-0.70969, -1.30097, 1.73052], [-0.34499, -1.65009, 0.75962], [-0.96495, 0.96145, -1.74437], [-0.93053, -2.50341, 0.42574], [0.73809, -1.85093, 0.86743], [-0.58570, -0.65395, -0.22166], [-0.17094, 1.24992, -1.21078], [0.26609, 2.14859, -1.36534], [1.48910, 1.52382, 0.66394]],
  "nbo_charge": [-0.790, 0.701, 0.186, -0.258, 0.404, 0.191, 0.202, -0.518, -0.854, 0.393, 0.343]
}

Arrangement two

{
  "formula": "C2H6N2O",
  "method": "ωB97M-V/def2-TZVPD",
  "e_homo_ev": -8.925,
  "smiles": "CN(N)C=O",
  "orbital_gap_ev": 9.49,
  "elements": ["N", "O", "H", "H", "H", "H", "C", "N", "C", "H", "H"],
  "coordinates": [[-0.03988, 1.49407, 0.03654], [2.59228, 0.19732, 0.15693], [1.21880, -1.53003, -0.29860], [-0.82959, -1.86508, 0.25710], [-0.15289, 2.10805, -0.99973], [-0.77199, 1.44366, 0.81596], [-0.83354, -0.75600, 0.02968], [0.31144, 0.15424, -0.22023], [1.57559, -0.44922, -0.22379], [-1.92660, -0.48160, -0.62880], [-1.14360, -0.31542, 1.07493]],
  "nbo_charge": [-0.680, -0.581, 0.137, 0.242, 0.398, 0.378, -0.462, -0.311, 0.506, 0.202, 0.171]
}

The structure with the least stability is arrangement two.

Arrangement one

{
  "formula": "C2H6N2O",
  "method": "ωB97M-V/def2-TZVPD",
  "e_homo_ev": -9.265,
  "smiles": "[H]/N=C(\\N)OC",
  "orbital_gap_ev": 10.22,
  "elements": ["C", "H", "H", "H", "H", "N", "O", "N", "H", "C", "H"],
  "coordinates": [[-0.47359, 0.10195, -0.02374], [-1.66330, -1.58229, -0.13191], [-2.52472, -0.09890, 0.08944], [2.62983, -0.86076, -0.09424], [1.91392, 0.42413, 1.02948], [-1.64999, -0.59462, 0.04103], [0.56332, -0.76056, -0.03311], [-0.32013, 1.36194, -0.03617], [-1.18766, 1.86494, 0.08191], [1.84447, -0.05921, 0.02491], [1.89087, 0.70966, -0.75090]],
  "nbo_charge": [0.699, 0.402, 0.392, 0.191, 0.195, -0.845, -0.516, -0.811, 0.345, -0.264, 0.210]
}

Arrangement two

{
  "formula": "C2H6N2O",
  "method": "ωB97M-V/def2-TZVPD",
  "e_homo_ev": -9.724,
  "smiles": "CNC(N)=O",
  "orbital_gap_ev": 10.53,
  "elements": ["O", "C", "N", "H", "H", "C", "H", "H", "H", "N", "H"],
  "coordinates": [[1.01539, 1.11395, 0.88068], [0.80750, -0.58406, -1.32005], [-1.08192, 0.59034, 1.55904], [0.84095, 0.41321, -1.76072], [-2.01347, 0.50733, 1.19841], [0.01669, 0.43393, 0.73345], [1.84526, -0.78228, -1.04325], [-0.95850, 1.26205, 2.28758], [0.54137, -1.37510, -2.01493], [-0.04701, -0.62469, -0.13257], [-0.96627, -0.95470, -0.38764]],
  "nbo_charge": [-0.642, -0.419, -0.853, 0.198, 0.381, 0.769, 0.211, 0.400, 0.203, -0.623, 0.375]
}

The structure with the least stability is arrangement one.